1.
46
Properties=species:S:1:pos:R:3:forces:R:3:lowdin_charge:R:1 method="wB97M-V/def2-TZVPD" relative_energy_kcal_mol=0.0 charge=0 total_energy_ha=-3627.43287
H -4.8606 2.6037 0.0094 0.0 0.0 0.0 0.1080
H -3.3756 0.6671 0.4259 0.0 0.0 0.0 0.1023
C -4.1838 -3.7233 2.1561 -0.1 0.0 0.0 -0.0948
C 2.3331 3.7693 -1.7798 0.0 0.0 0.0 0.0151
N -2.6692 -2.1061 1.7927 0.1 0.2 -0.1 -0.0008
Cl 5.1656 -2.4561 -0.7102 0.1 0.1 -0.1 0.6870
H -5.2466 -2.5332 3.5756 0.0 -0.1 0.0 0.1497
H -4.7751 -4.6199 2.1812 0.0 0.0 0.0 0.1104
C -1.8650 3.8580 -0.9553 0.0 0.1 0.0 -0.1299
O -0.1685 7.2284 -2.3588 0.0 0.1 0.0 0.0763
C 4.8017 -4.9802 0.2036 0.0 0.0 0.0 -0.7062
H -3.5460 -0.7338 3.1712 0.1 0.0 0.0 0.1192
Cl 1.7615 -7.0343 1.7770 -0.1 -0.1 0.0 0.6697
C -1.2192 5.0312 -1.4531 0.2 -0.3 0.1 0.0678
C 2.9774 2.5811 -1.5558 0.0 0.0 0.0 -0.0196
C 0.1089 5.0325 -1.7013 -0.1 0.3 -0.1 -0.0546
Cl 4.7495 -7.5671 1.0396 0.0 0.0 0.0 0.6428
C -3.8051 2.6834 -0.2074 0.1 0.1 0.0 -0.0373
C 2.7134 -5.7759 1.0866 0.2 0.0 0.0 -0.7142
C -1.1125 2.7013 -0.7090 -0.1 0.2 -0.1 -0.1440
C -2.9604 1.5851 0.0191 -0.2 -0.1 0.1 -0.1201
H -2.5301 -3.9728 0.7394 0.0 0.0 0.0 0.0855
C -3.0704 -3.3756 1.4542 0.0 -0.2 0.0 -0.1713
C -3.5393 -1.6907 2.6751 -0.1 0.1 0.1 -0.2180
Cl 0.4966 -4.2079 1.2764 0.2 -0.4 0.1 0.5966
C 2.2517 1.4940 -1.0577 0.1 0.1 0.0 -0.1205
N -1.6704 1.5753 -0.2203 0.1 0.1 0.0 0.0859
N 0.6363 6.3376 -2.1947 -0.2 -0.1 0.0 -0.3362
Cs 0.1542 -1.1328 0.3512 -1.3 0.8 0.1 1.1344
C -3.2496 3.8350 -0.6957 0.1 -0.1 0.0 0.0027
N 0.9701 1.5663 -0.7900 0.0 -0.1 0.0 0.0166
O 2.3398 -2.3270 0.0850 0.9 -0.1 -0.2 -0.4881
O 1.8231 6.4537 -2.4071 0.2 -0.1 0.0 0.0832
H 2.7391 0.5403 -0.8780 0.0 -0.1 0.0 0.1070
Cl 6.4544 -5.2675 -0.2006 0.0 0.0 0.0 0.6657
C 2.1621 -4.5312 0.8552 -0.2 -0.1 0.1 -0.5818
C 4.0470 -6.0151 0.7596 0.0 0.0 0.0 -0.7284
C 0.9526 3.8742 -1.5057 -0.3 -0.1 0.1 -0.0566
H 4.0320 2.4704 -1.7626 0.0 0.0 0.0 0.1146
H -1.7991 5.9249 -1.6260 0.0 0.0 0.0 0.1301
C 2.8830 -3.4506 0.2873 0.1 -0.2 0.0 -0.5537
N -4.4849 -2.6275 2.9268 0.1 0.0 0.0 0.0486
C 0.3135 2.7161 -1.0039 0.1 0.0 0.0 -0.1463
H 2.8690 4.6168 -2.1646 0.0 0.0 0.0 0.1022
H -3.8459 4.7181 -0.8848 0.0 0.0 0.0 0.1230
C 4.2419 -3.7353 -0.0258 -0.1 -0.2 0.1 -0.6222



2.
30
Properties=species:S:1:pos:R:3:forces:R:3:nbo_charge:R:1 method="wB97M-V/def2-TZVPD" relative_energy_kcal_mol=111.5 charge=0 total_energy_ha=-949.81290
C -0.5709 0.6821 0.7529 0.5 3.0 0.6 0.0621
H -2.4333 -1.4293 -1.0832 0.6 -0.7 -0.9 0.2060
Si 1.2899 -0.3164 2.6681 0.3 -1.0 0.2 0.8427
H 0.9239 -0.6139 -3.6273 -0.2 0.6 0.0 0.2239
H 0.2645 2.5609 1.4427 2.6 1.7 -0.6 0.2048
H -0.9009 0.9412 -2.6553 0.6 -0.1 1.9 0.1688
H -1.9176 -0.1100 2.2603 0.7 -0.7 -1.3 0.2258
C -0.5545 1.9883 1.6099 -3.5 -2.1 2.3 -0.5907
H -1.4645 2.6158 1.4654 0.6 -0.6 -0.3 0.2211
H 2.3462 2.3311 0.0969 -0.4 1.1 -0.3 -0.1616
H 2.3603 0.3070 -1.3325 0.2 0.4 0.3 -0.1615
N -0.6749 1.1613 -0.6024 -1.0 -0.4 -1.6 -0.4152
C -0.6226 -0.9733 -2.0754 -0.9 -2.9 0.4 -0.0965
H -2.7642 0.3932 0.8360 1.9 -0.8 -0.1 0.2213
C 0.3878 -1.4226 -3.1442 -0.4 0.2 -0.6 -0.6472
H 0.2580 -1.2237 3.3995 0.9 0.6 -0.5 -0.1498
C -0.7149 0.4057 -1.6178 0.1 2.5 -2.6 0.1272
H 3.5053 0.6024 0.8747 -0.5 -0.2 -0.5 -0.1612
C -1.6687 -1.7933 -1.8128 0.0 0.3 0.1 -0.3766
H 0.6850 -0.8790 0.1624 0.4 0.1 1.1 0.2723
C -1.7595 -0.1245 1.1345 -2.8 3.3 2.4 -0.6181
C 0.7634 0.0007 0.8553 1.2 -0.7 0.3 -1.0773
Si 2.2695 0.9085 0.0418 0.2 -1.5 0.4 0.8886
H 1.2339 -2.0435 -2.8121 -0.7 -0.2 0.3 0.2347
H 1.3083 0.9827 3.4714 0.3 -0.8 -0.5 -0.1453
H 2.7256 -0.9571 2.5996 -1.4 0.5 0.3 -0.1368
H -1.6443 -1.0215 0.6778 -0.3 -3.1 -0.7 0.2092
H -0.2090 -1.9149 -3.9567 0.8 0.1 0.8 0.2259
H -0.5944 1.7077 2.7285 0.2 0.5 -1.6 0.1951
H -1.8275 -2.7658 -2.3579 0.2 1.1 0.8 0.2084



3.
35
Properties=species:S:1:pos:R:3:forces:R:3:nbo_charge:R:1 method="wB97M-V/def2-TZVPD" relative_energy_kcal_mol=137.5 charge=0 total_energy_ha=-877.42047
H 1.1522 -0.9610 -1.1081 0.3 -0.2 1.3 0.2903
H -2.4073 1.0664 -2.6261 0.4 1.9 0.3 0.2140
H 0.2414 -1.8044 1.2246 -0.1 1.0 1.9 0.5222
H -2.1945 3.0024 0.6947 0.1 1.0 -0.6 0.3747
H 1.8690 1.6129 -1.1787 2.1 -2.1 1.6 0.2324
H 0.3453 1.5685 -0.2164 0.2 0.1 0.4 0.4275
H -4.8134 -0.3082 2.1789 -0.1 0.5 -0.8 0.1949
O 4.7612 0.3903 -1.2562 -2.6 0.3 0.8 -0.6629
H -4.9334 -0.8346 -0.4423 2.0 0.4 0.2 0.2186
C -0.8477 0.1819 0.2406 -6.8 -6.2 2.4 0.6598
O -0.9279 -1.0697 0.4288 -2.3 0.1 -0.7 -0.7357
H -2.2508 1.1623 1.3845 -0.7 -0.5 1.4 0.2284
H -3.1000 -1.4219 -0.0883 -1.6 1.3 -1.1 0.2610
C -1.9778 1.0808 0.3759 -1.5 1.9 -3.8 -0.1155
O 2.8253 -0.3496 1.7915 -2.0 -1.6 -0.5 -0.5821
O 0.7947 -1.4485 2.0289 2.9 0.0 -3.2 -0.6736
H -3.7952 1.7464 -0.3113 0.3 -3.0 -1.2 0.2041
C -3.2469 0.6698 -0.5473 -0.5 2.5 2.3 -0.2142
C 1.3663 -0.3572 -0.2036 0.1 3.6 1.2 -0.1857
O 3.1889 -1.1523 -1.8565 0.9 3.4 1.9 -0.6191
C -4.1127 -0.9229 1.5853 -1.0 0.4 0.7 -0.6404
H 5.2222 -0.2492 -1.7772 0.8 -0.8 -0.7 0.4926
C 1.8064 -0.8089 1.2891 -1.0 -0.3 1.7 0.7920
C -2.9449 0.3844 -2.0035 2.2 -1.5 -1.8 -0.6624
H -4.7360 -1.8775 1.5353 1.5 0.8 0.3 0.2191
C -3.8970 -0.5796 0.0027 -0.3 -2.8 2.4 -0.4441
H -3.2515 -0.9354 2.3625 -0.8 -0.6 -2.1 0.2230
N -1.6281 2.5180 0.0156 0.7 -1.7 1.4 -0.8595
C 3.4626 -0.0843 -1.2470 0.9 -1.2 -1.5 0.7899
H -2.1177 -0.4187 -2.1129 -1.6 0.4 0.7 0.2211
H 2.7161 1.0765 0.6618 -0.2 0.0 -3.6 0.3220
N 0.2534 0.5931 0.0316 7.6 3.4 -2.2 -0.5507
H -3.7019 0.1202 -2.7789 -0.3 -0.2 1.5 0.2430
C 2.4015 0.7638 -0.4719 0.9 -0.3 -0.8 -0.5556
H -1.8175 2.7498 -0.9453 -0.5 0.1 0.0 0.3710



4.
18
Properties=species:S:1:pos:R:3:forces:R:3:nbo_charge:R:1 method="wB97M-V/def2-TZVPD" relative_energy_kcal_mol=47.9 charge=0 total_energy_ha=-513.50121
H 1.2065 -2.7068 -0.0553 -0.5 0.2 0.0 0.5077
H 2.3548 1.7134 1.2527 0.1 -0.1 0.5 0.4799
C -0.1215 -0.2306 -0.3907 1.8 2.0 -0.1 -0.1921
H -2.6173 -0.1227 1.8369 -1.2 -0.3 0.4 0.1327
H -0.6433 1.9534 -1.0362 -0.5 -0.3 0.9 0.2233
O 1.3498 -2.0774 -0.7677 0.3 0.4 -1.2 -0.7747
H 1.0750 1.6840 -0.9186 -0.5 -0.7 0.4 0.2535
N -1.3936 -0.3235 0.2090 -2.1 -0.7 0.2 -0.6028
C 0.1120 1.1767 -1.0495 0.5 -0.6 -2.7 -0.6236
H 0.6332 -0.2942 0.3740 -0.2 -0.2 0.3 0.2588
O -0.3012 -1.8005 -2.2853 -0.2 0.4 -0.6 -0.5114
O 1.4237 1.6114 1.0536 0.2 0.3 1.0 -0.9655
O -0.6838 -0.4783 2.3373 -0.2 -0.1 0.7 -0.6289
H -2.1787 -0.3377 -0.4353 0.0 0.2 0.4 0.4004
H 0.9997 1.0625 1.7299 0.4 0.2 0.2 0.4944
H 0.1550 0.9380 -2.1046 -0.3 0.1 -0.8 0.2006
C -1.6165 -0.3742 1.5709 2.2 0.7 -1.9 0.5352
C 0.2460 -1.3937 -1.3209 0.2 -1.2 2.2 0.8127



5.
5
Properties=species:S:1:pos:R:3:forces:R:3:nbo_charge:R:1 method="wB97M-V/def2-TZVPD" relative_energy_kcal_mol=0.0 charge=0 total_energy_ha=-1434.87702
I 1.9161 1.2861 -0.0837 -0.5 -0.4 0.0 -0.0325
F -0.0716 -0.8324 -1.3827 0.1 0.6 1.2 -0.5769
I -1.9173 1.3101 -0.1124 0.2 -0.3 0.2 0.0013
P -0.0346 -0.2080 0.1088 0.6 -0.7 -0.8 1.0024
S 0.1073 -1.5557 1.4700 -0.3 0.9 -0.6 -0.3942